# 1
The following is a quantum chemistry calculation of C48H45N5P2S5Se2Ti as an isolated structure at a distorted geometry, from the OMol25 dataset.

Structure (ORCA input):
```
! RIJCOSX wB97M-V def2-TZVPD def2/J DEFGRID3
* xyz 2 1
Ti 1.57 -0.18 0.51
C 3.28 -2.72 -2.10
C 2.07 -3.65 -2.21
S 0.80 -3.31 -0.98
C 1.34 -4.25 0.46
C 2.69 -3.90 1.06
S 2.85 -2.19 1.68
C 4.60 -1.88 1.30
C 4.97 -0.42 1.51
S 3.95 0.85 0.71
C 4.57 0.98 -0.99
C 4.44 -0.26 -1.85
S 2.78 -1.00 -1.81
H 3.83 -2.72 -3.04
H 3.96 -3.04 -1.32
H 2.39 -4.69 -2.15
H 1.59 -3.51 -3.17
H 1.35 -5.31 0.20
H 0.54 -4.11 1.19
H 3.50 -4.09 0.35
H 2.87 -4.54 1.92
H 4.81 -2.20 0.28
H 5.19 -2.51 1.97
H 5.99 -0.25 1.18
H 4.92 -0.17 2.57
H 5.61 1.31 -0.94
H 3.99 1.81 -1.39
H 5.15 -1.03 -1.54
H 4.68 0.00 -2.88
Se -5.28 -0.69 0.91
P -4.10 -1.37 -0.67
C -4.34 -3.08 -1.21
C -3.33 -4.03 -1.28
C -3.62 -5.31 -1.74
C -4.91 -5.64 -2.12
C -5.92 -4.68 -2.05
C -5.64 -3.41 -1.59
C -4.18 -0.38 -2.19
C -3.81 -0.94 -3.42
C -3.98 -0.21 -4.59
C -4.52 1.07 -4.54
C -4.89 1.63 -3.32
C -4.73 0.90 -2.15
C -2.35 -1.26 -0.18
C -1.36 -0.38 -0.45
N -0.33 -0.70 0.37
N -0.68 -1.76 1.11
N -1.89 -2.11 0.80
P -1.09 1.11 -1.37
Se 0.93 1.89 -0.73
C -1.07 0.72 -3.11
C -1.32 1.69 -4.08
C -1.15 1.37 -5.42
C -0.74 0.09 -5.78
C -0.51 -0.88 -4.82
C -0.67 -0.57 -3.48
C -2.23 2.39 -0.87
C -2.05 3.69 -1.36
C -2.90 4.70 -0.95
C -3.91 4.42 -0.03
C -4.06 3.14 0.48
C -3.22 2.12 0.06
H -2.32 -3.79 -0.98
H -2.83 -6.05 -1.79
H -5.13 -6.63 -2.47
H -6.93 -4.94 -2.34
H -6.43 -2.67 -1.52
H -3.42 -1.95 -3.46
H -3.72 -0.66 -5.54
H -4.66 1.63 -5.46
H -5.33 2.61 -3.29
H -5.08 1.30 -1.21
H -1.66 2.67 -3.81
H -1.34 2.12 -6.17
H -0.61 -0.15 -6.83
H -0.22 -1.88 -5.11
H -0.50 -1.33 -2.72
H -1.24 3.93 -2.04
H -2.77 5.70 -1.33
H -4.57 5.21 0.29
H -4.84 2.92 1.20
H -3.37 1.13 0.48
S 3.24 4.15 -0.05
C 2.93 4.48 1.57
N 1.69 4.29 2.09
C 1.31 4.58 3.36
C 2.21 5.09 4.23
C 3.53 5.31 3.77
C 3.88 5.01 2.49
H 1.00 3.92 1.44
H 0.28 4.37 3.61
H 1.92 5.33 5.24
H 4.27 5.73 4.44
H 4.88 5.19 2.12
N 2.71 0.50 10.28
C 2.53 0.50 9.15
C 2.31 0.50 7.73
C 3.21 1.15 6.89
C 3.00 1.15 5.53
C 1.89 0.49 4.99
C 0.99 -0.17 5.84
C 1.20 -0.16 7.20
C 1.68 0.48 3.58
C 1.49 0.41 2.38
H 4.07 1.66 7.32
H 3.68 1.66 4.86
H 0.13 -0.67 5.42
H 0.51 -0.67 7.87
*
```

As for the LUMO energy: -6.9579 eV. Its total energy is -284505.771 eV. The relative energy (zero: lowest compared OMol25 entry of this formula, charge and spin) is 79.8 kJ/mol. As for the highest occupied orbital energy: -12.096 eV.


# 2
The following is a quantum chemistry calculation of C48H46AsFN2NaP2Si as an isolated structure at a distorted geometry, from the OMol25 dataset.

Structure (ORCA input):
```
! RIJCOSX wB97M-V def2-TZVPD def2/J DEFGRID3
* xyz -1 1
Na 0.96 -0.29 -0.35
C -3.62 0.61 1.28
Si -2.36 -0.17 0.14
C -3.05 -0.30 -1.61
C -4.44 -0.25 -1.78
C -5.03 -0.44 -3.02
C -4.24 -0.72 -4.11
C -2.86 -0.78 -3.97
C -2.23 -0.53 -2.75
P -0.37 -0.58 -2.65
C -0.14 -2.14 -3.68
C 0.83 -2.29 -4.68
C 1.14 -3.54 -5.21
C 0.50 -4.68 -4.74
C -0.46 -4.55 -3.73
C -0.76 -3.30 -3.21
C 0.28 0.65 -3.87
C 1.61 1.03 -3.66
C 2.28 1.87 -4.54
C 1.62 2.36 -5.66
C 0.29 2.02 -5.87
C -0.37 1.18 -4.98
C -2.22 -1.95 0.82
C -3.39 -2.68 0.55
C -3.58 -3.97 1.02
C -2.61 -4.56 1.81
C -1.45 -3.86 2.10
C -1.22 -2.58 1.60
P 0.41 -1.74 1.86
C 0.43 -1.67 3.73
C 1.64 -1.34 4.35
C 1.73 -1.11 5.72
C 0.58 -1.18 6.51
C -0.63 -1.47 5.91
C -0.71 -1.71 4.54
C 1.75 -3.02 1.71
C 2.70 -2.88 0.69
C 3.74 -3.79 0.53
C 3.86 -4.87 1.40
C 2.96 -5.00 2.45
C 1.93 -4.08 2.60
H -4.48 -0.05 1.45
H -3.98 1.57 0.88
H -3.15 0.81 2.25
H -5.07 -0.07 -0.91
H -6.11 -0.38 -3.12
H -4.69 -0.90 -5.08
H -2.25 -1.05 -4.83
H 1.33 -1.41 -5.07
H 1.88 -3.62 -5.99
H 0.75 -5.65 -5.14
H -0.96 -5.43 -3.34
H -1.48 -3.23 -2.40
H 2.13 0.65 -2.79
H 3.31 2.14 -4.36
H 2.14 3.01 -6.36
H -0.24 2.42 -6.73
H -1.42 0.95 -5.15
H -4.16 -2.24 -0.07
H -4.49 -4.52 0.76
H -2.75 -5.56 2.20
H -0.70 -4.33 2.72
H 2.54 -1.27 3.74
H 2.68 -0.87 6.17
H 0.64 -1.00 7.58
H -1.53 -1.51 6.52
H -1.67 -1.94 4.10
H 2.63 -2.04 0.01
H 4.45 -3.65 -0.27
H 4.66 -5.59 1.27
H 3.05 -5.82 3.15
H 1.27 -4.18 3.46
C 4.38 1.57 2.29
As 3.09 1.12 0.88
C 4.46 0.84 -0.52
C 2.50 2.96 0.38
C 3.58 3.91 -0.03
C 4.28 4.69 0.89
C 5.28 5.56 0.49
C 5.61 5.68 -0.85
C 4.92 4.92 -1.79
C 3.92 4.05 -1.38
H 5.08 2.33 1.95
H 4.92 0.66 2.55
H 3.85 1.92 3.17
H 5.11 1.71 -0.64
H 4.00 0.61 -1.48
H 5.07 -0.01 -0.22
H 1.95 3.31 1.25
H 1.77 2.82 -0.41
H 4.01 4.62 1.94
H 5.80 6.16 1.23
H 6.39 6.36 -1.17
H 5.16 5.00 -2.84
H 3.37 3.47 -2.12
N -1.11 2.66 -1.95
C -0.83 1.62 -1.27
H -1.59 3.36 -1.35
N -0.08 1.37 0.98
C -0.97 1.13 0.04
H -0.27 0.83 1.81
F 0.32 -2.09 -0.33
*
```

As for the LUMO energy: 2.0366 eV. Its total energy is -147931.441 eV. The relative energy (zero: lowest compared OMol25 entry of this formula, charge and spin) is 91.3 kJ/mol. As for the highest occupied orbital energy: -3.205 eV.